The following is a DFT calculation (the ωB97M-V functional and the def2-TZVPD basis) of one molecule with the formula C6H10O in a non-equilibrium geometry.

Results
Gap between HOMO and LUMO (eV): 10.3905
Net charge: 0
Energy relative to the best compared isomer or geometry (same formula, charge and spin) (kJ/mol): 148.22
F_max (hartree/bohr): 0.057
Structure (SMILES): O=CCCC1CC1

Last column: natural (NBO) charge in e.
Cartesian coordinates (Å):
O: 2.795 0.176 1.510  -0.530
C: 2.591 -0.792 0.823  0.398
C: 1.529 -0.347 -0.234  -0.478
C: 0.273 0.351 0.367  -0.388
C: -0.808 0.636 -0.668  -0.228
C: -1.718 -0.473 -1.117  -0.427
C: -2.253 0.628 -0.244  -0.415
H: 3.426 -1.577 0.848  0.148
H: 2.067 0.422 -0.825  0.228
H: 1.268 -1.167 -0.881  0.201
H: 0.534 1.295 0.867  0.227
H: -0.147 -0.300 1.143  0.199
H: -0.553 1.380 -1.425  0.212
H: -2.035 -0.506 -2.155  0.216
H: -1.568 -1.450 -0.662  0.209
H: -2.936 1.348 -0.688  0.215
H: -2.471 0.396 0.795  0.211

The following is a DFT calculation (the ωB97M-V functional and the def2-TZVPD basis) of one molecule with the formula C6H10O in a non-equilibrium geometry.

Results
Gap between HOMO and LUMO (eV): 9.6079
Net charge: 0
Energy relative to the best compared isomer or geometry (same formula, charge and spin) (kJ/mol): 235.67
F_max (hartree/bohr): 0.021
Structure (SMILES): C=COC/C=C\C

Last column: natural (NBO) charge in e.
Cartesian coordinates (Å):
C: 1.764 -0.527 -0.206  -0.674
C: 0.761 -0.126 0.835  -0.085
C: -0.163 1.766 -0.823  -0.490
C: -1.195 1.072 -0.363  0.171
O: -1.553 -0.126 -0.906  -0.543
C: -1.270 -1.258 -0.022  -0.111
C: -0.405 -0.739 1.088  -0.316
H: 2.288 -1.351 0.291  0.236
H: 2.508 0.241 -0.441  0.221
H: 1.346 -0.915 -1.140  0.222
H: 1.107 0.644 1.526  0.204
H: 0.114 2.719 -0.389  0.208
H: 0.407 1.368 -1.655  0.205
H: -1.764 1.386 0.517  0.168
H: -0.809 -2.011 -0.669  0.195
H: -2.223 -1.660 0.344  0.188
H: -0.914 -0.484 2.013  0.203

The following is a DFT calculation (the ωB97M-V functional and the def2-TZVPD basis) of one molecule with the formula C6H10O in a non-equilibrium geometry.

Results
Gap between HOMO and LUMO (eV): 11.1293
Net charge: 0
Energy relative to the best compared isomer or geometry (same formula, charge and spin) (kJ/mol): 147.97
F_max (hartree/bohr): 0.022
Structure (SMILES): C[C@H]1C[C@]2(CO2)C1

Last column: natural (NBO) charge in e.
Cartesian coordinates (Å):
C: 1.790 0.254 -1.413  -0.604
C: 0.374 0.269 -0.862  -0.201
C: -0.215 -1.046 -0.288  -0.426
C: -0.729 -0.216 0.892  0.209
C: -2.057 -0.152 1.450  -0.112
O: -0.977 -0.785 2.160  -0.477
C: 0.161 0.944 0.522  -0.426
H: 2.488 -0.168 -0.679  0.203
H: 1.861 -0.346 -2.328  0.210
H: 2.132 1.269 -1.651  0.211
H: -0.313 0.688 -1.607  0.200
H: -0.897 -1.632 -0.919  0.211
H: 0.581 -1.717 0.065  0.214
H: -2.429 0.763 1.936  0.186
H: -2.735 -0.760 0.887  0.178
H: 1.062 0.933 1.134  0.214
H: -0.291 1.942 0.531  0.211

The following is a DFT calculation (the ωB97M-V functional and the def2-TZVPD basis) of a 2-piece molecular cluster, C6H10O overall in a non-equilibrium geometry.

Results
Gap between HOMO and LUMO (eV): 9.3697
Net charge: 0
Energy relative to the best compared isomer or geometry (same formula, charge and spin) (kJ/mol): 352.67
F_max (hartree/bohr): 0.056
Structure (SMILES): C/C=C/C.C#CO

Last column: natural (NBO) charge in e.
Cartesian coordinates (Å):
C: 1.572 0.949 0.971  -0.172
C: 0.810 1.477 1.959  -0.188
C: 2.843 1.559 0.485  -0.647
C: -0.173 0.720 2.799  -0.638
O: -2.608 -3.742 -3.005  -0.673
C: -2.910 -2.559 -3.575  0.272
C: -3.249 -1.964 -4.580  -0.331
H: -3.404 -4.289 -2.928  0.500
H: 1.263 0.011 0.526  0.189
H: 1.231 2.329 2.488  0.178
H: 2.662 2.206 -0.372  0.218
H: 3.306 2.191 1.243  0.210
H: 3.577 0.800 0.216  0.216
H: 0.248 0.371 3.743  0.215
H: -0.563 -0.136 2.252  0.209
H: -0.982 1.388 3.096  0.208
H: -3.624 -1.311 -5.319  0.233

The following is a DFT calculation (the ωB97M-V functional and the def2-TZVPD basis) of one molecule with the formula C6H10O.

Results
Gap between HOMO and LUMO (eV): 10.8100
Net charge: 0
Energy relative to the best compared isomer or geometry (same formula, charge and spin) (kJ/mol): 65.86
F_max (hartree/bohr): 0.010
Structure (SMILES): O=CCCC1CC1

Last column: natural (NBO) charge in e.
Cartesian coordinates (Å):
O: 2.539 -0.262 2.117  -0.523
C: 2.579 -0.631 0.967  0.448
C: 1.527 -0.308 -0.064  -0.510
C: 0.283 0.346 0.527  -0.397
C: -0.774 0.634 -0.514  -0.226
C: -1.691 -0.467 -0.971  -0.428
C: -2.223 0.654 -0.122  -0.415
H: 3.430 -1.248 0.606  0.104
H: 2.000 0.343 -0.816  0.229
H: 1.274 -1.232 -0.603  0.225
H: 0.568 1.267 1.049  0.221
H: -0.132 -0.319 1.297  0.209
H: -0.478 1.352 -1.279  0.210
H: -1.983 -0.503 -2.017  0.216
H: -1.578 -1.444 -0.507  0.209
H: -2.878 1.385 -0.585  0.215
H: -2.464 0.433 0.915  0.213

The following is a DFT calculation (the ωB97M-V functional and the def2-TZVPD basis) of one molecule with the formula C6H10O.

Results
Gap between HOMO and LUMO (eV): 10.0286
Net charge: 0
Energy relative to the best compared isomer or geometry (same formula, charge and spin) (kJ/mol): 166.64
F_max (hartree/bohr): 0.018
Structure (SMILES): C[C@H]1CC=C[C@H]1O

Last column: natural (NBO) charge in e.
Cartesian coordinates (Å):
C: 2.157 -0.256 0.146  -0.610
C: 0.635 -0.076 0.491  -0.212
C: 0.217 1.177 -0.266  -0.461
C: -1.271 1.271 -0.247  -0.153
C: -1.833 0.088 -0.036  -0.263
C: -0.863 -1.007 0.360  0.098
O: -1.180 -2.204 -0.343  -0.712
H: 2.367 -0.281 -0.930  0.204
H: 2.707 0.640 0.505  0.210
H: 2.661 -1.105 0.614  0.215
H: 0.610 0.038 1.582  0.193
H: 0.447 0.868 -1.289  0.211
H: 0.767 2.107 -0.086  0.218
H: -1.802 2.172 -0.533  0.211
H: -2.877 -0.116 -0.280  0.210
H: -0.974 -1.305 1.404  0.172
H: -1.767 -2.012 -1.091  0.470